Record 1
9 unconnected molecules or ions with the total composition C29H32Cl24F18N5O6S at a distorted geometry, computed with ωB97M-V with the def2-TZVPD basis set.

```
115
Properties=species:S:1:pos:R:3:forces:R:3:mulliken_charge:R:1
Cl 5.688 -5.733 3.115 0.1 -0.1 -0.1 -0.12
Cl -4.440 1.222 4.755 0.0 0.0 0.0 -0.12
Cl -2.325 -0.420 3.630 0.0 0.0 0.0 -0.07
Cl 4.423 -2.957 4.342 0.0 -0.1 0.3 -0.09
Cl 2.630 -2.857 6.605 0.0 0.0 0.0 -0.10
Cl -0.872 1.500 9.219 0.0 0.0 0.0 -0.12
Cl -2.099 -0.645 7.689 0.0 0.0 0.0 -0.06
Cl -2.051 7.620 3.897 0.0 0.0 0.0 -0.10
Cl 3.924 -7.142 4.937 0.0 0.0 0.0 -0.11
Cl -1.965 6.087 1.431 0.0 -0.1 0.0 0.01
Cl -5.910 -7.672 -0.533 0.0 0.0 0.0 -0.13
Cl 2.748 -0.614 4.744 0.0 -0.1 0.1 -0.05
Cl -4.855 -6.516 -2.981 0.0 0.0 0.0 -0.14
Cl -1.459 8.945 1.382 0.0 0.0 0.0 -0.10
Cl 5.207 3.329 -2.981 0.0 0.0 0.0 -0.11
Cl 6.955 5.201 -1.616 0.0 0.0 0.0 -0.11
Cl 3.414 5.496 4.618 0.1 0.0 0.1 -0.12
Cl -4.431 -1.647 5.210 0.0 0.0 0.0 -0.12
Cl 1.301 6.582 2.962 0.1 0.0 0.0 -0.03
Cl 3.883 5.934 1.783 0.0 0.0 0.0 -0.08
Cl -7.719 -6.896 -2.670 0.0 0.0 0.0 -0.13
Cl 0.558 0.257 7.014 0.0 0.0 0.1 -0.05
Cl 5.558 3.153 -0.110 0.0 0.1 0.0 -0.07
Cl 6.576 -8.190 4.380 0.0 0.0 0.0 -0.11
S 5.436 -0.741 -2.677 0.4 0.5 -0.7 1.02
F -8.877 -1.472 -0.147 -0.1 0.2 -0.1 -0.26
F -2.001 3.494 -1.582 -0.1 0.0 0.2 -0.36
F -2.277 2.196 0.182 0.1 0.1 -0.1 -0.25
F -7.350 0.420 -1.414 0.1 0.0 -0.1 -0.30
F -6.695 -3.270 -2.221 0.3 -0.1 -0.1 -0.21
F -5.445 -2.146 -0.041 0.0 0.1 0.0 -0.31
F -4.573 3.148 -0.922 0.1 0.0 0.1 -0.28
F 5.464 -1.628 -1.436 0.0 -0.2 0.2 -0.14
F -8.228 -1.829 -2.726 0.1 0.3 -0.2 -0.23
F -3.026 0.148 -1.765 0.0 0.0 0.1 -0.34
F -5.575 -0.657 -2.141 -0.1 0.0 0.0 -0.31
F -6.687 -0.820 1.164 -0.1 0.1 0.0 -0.32
F -8.768 -3.708 -1.843 -0.2 -0.2 0.0 -0.25
F -4.375 0.417 0.408 0.1 -0.1 -0.1 -0.23
F -6.111 1.720 0.351 0.1 -0.1 -0.1 -0.33
F -7.713 -3.216 0.419 0.1 0.0 0.0 -0.28
F -3.041 1.776 -3.199 0.0 0.0 0.1 -0.35
F -5.397 1.982 -2.543 -0.1 -0.1 0.0 -0.30
O 6.540 0.136 -2.652 -0.1 -0.3 0.3 -0.56
O 2.559 2.540 1.479 0.3 -0.1 -0.1 -0.03
O 5.102 -1.531 -3.794 0.0 0.0 0.2 -0.48
O 4.337 -1.135 1.939 0.0 0.2 -0.2 -0.34
O 2.490 -3.438 -4.743 0.1 0.3 0.1 -0.57
O 3.754 -1.032 0.631 -0.2 -0.1 -0.1 -0.20
N 3.557 0.519 -1.046 0.1 0.0 -0.4 1.41
N 1.668 -1.304 -4.308 0.2 -0.1 -0.5 0.78
N 2.209 1.301 -2.637 0.2 -0.1 -0.2 -0.08
N 1.573 1.697 -0.418 0.0 -0.1 -0.2 0.52
N 4.052 0.144 -2.301 -0.6 -0.1 -0.3 0.09
C 3.653 -1.904 5.546 -0.1 0.0 -0.1 -0.09
C -4.035 -0.353 4.081 0.0 0.0 0.1 0.89
C 2.560 -0.669 -5.276 0.2 0.0 0.0 -1.08
C -6.183 -0.146 -1.058 -0.1 0.1 0.4 0.62
C -2.359 7.648 2.163 0.0 0.0 0.0 -0.16
C -6.501 -1.308 -0.076 0.1 -0.2 -0.1 0.71
C 4.231 0.219 0.167 0.6 -0.4 1.0 -1.00
C 3.041 6.515 3.226 -0.1 0.0 0.0 -0.16
C 3.197 0.664 -3.228 -0.6 0.3 0.4 -0.27
C -3.179 1.483 -1.885 0.0 0.3 -0.5 0.62
C 0.229 -1.264 -4.685 -0.3 0.2 0.6 0.07
C 2.406 1.192 -1.313 0.3 0.0 0.3 0.61
C 2.178 -2.904 -2.455 -0.1 0.0 -0.3 -0.98
C 2.873 2.368 2.857 0.0 -0.2 0.1 -0.45
C -7.859 -2.746 -1.851 -0.4 0.0 0.2 0.60
C -0.683 1.565 -1.436 0.2 0.3 0.2 -0.26
C -5.297 0.961 -0.407 -0.5 0.4 0.1 0.76
C 0.437 2.481 -0.917 -0.4 0.0 0.2 -1.94
C 3.301 0.577 -4.700 0.5 -0.1 -0.1 -1.27
C -2.024 2.207 -1.155 0.1 -0.3 -0.1 0.83
C 5.194 -7.320 3.729 0.0 0.0 0.1 0.05
C -0.539 -2.565 -4.521 -0.1 0.0 -0.3 -1.53
C -0.593 0.004 8.331 -0.1 0.1 -0.1 -0.06
C -6.206 -6.532 -1.845 0.0 -0.1 0.0 0.64
C -7.767 -2.157 -0.418 0.2 -0.4 0.2 0.53
C -4.621 1.917 -1.450 0.1 -0.2 0.0 0.39
C 2.139 -2.620 -3.936 0.0 -0.3 -0.1 0.30
C 1.712 1.532 1.009 -0.2 0.2 0.3 -1.33
C 6.346 3.560 -1.643 0.0 0.1 0.0 0.02
H 4.350 0.541 -4.994 0.0 0.0 0.0 0.37
H 2.011 2.600 3.486 0.0 0.1 0.0 0.41
H 4.434 -1.445 6.137 0.0 0.0 0.0 0.33
H 2.321 -1.990 -1.887 -0.1 0.0 0.2 0.05
H 0.113 -0.930 -5.715 0.2 0.0 -0.1 0.29
H 1.224 -3.357 -2.181 0.0 0.0 0.2 0.35
H 5.312 0.170 0.043 0.0 0.1 -0.3 0.68
H -0.170 -0.720 9.014 0.0 0.0 0.0 0.31
H -0.577 -2.917 -3.492 0.0 0.0 0.1 0.30
H 2.908 1.512 -5.091 -0.2 0.0 0.1 0.56
H 3.193 1.340 3.055 0.0 0.0 -0.1 -0.09
H 0.715 1.624 1.454 0.0 0.0 -0.1 0.72
H -6.288 -5.544 -1.415 0.0 0.0 0.0 -0.28
H -3.414 7.828 2.010 0.0 0.0 0.0 0.36
H 0.063 3.044 -0.065 0.1 0.0 0.1 0.84
H 4.370 -2.096 2.069 -0.1 0.1 0.0 0.29
H -4.621 -0.498 3.185 0.0 0.0 0.0 -0.59
H 4.795 -7.886 2.899 0.0 0.0 0.0 0.29
H 2.963 -3.628 -2.256 0.0 0.0 0.0 0.35
H 2.030 -0.337 -6.165 -0.2 -0.1 0.0 0.48
H 2.078 0.533 1.266 0.1 -0.1 -0.1 0.55
H -0.637 0.629 -0.883 -0.1 -0.2 -0.2 0.38
H -0.590 1.385 -2.504 0.1 -0.1 0.0 0.22
H 0.759 3.211 -1.651 0.1 -0.1 -0.1 0.28
H 7.176 2.881 -1.789 0.0 0.0 0.0 0.30
H 4.044 0.982 0.919 -0.1 0.2 -0.2 0.16
H -0.137 -3.346 -5.163 0.1 -0.1 0.1 0.38
H -1.564 -2.394 -4.847 -0.1 0.0 0.1 0.48
H 3.309 -1.381 -5.610 0.0 -0.1 0.0 0.46
H -0.255 -0.503 -4.066 0.0 0.1 0.0 -0.08
H 3.703 3.021 3.101 -0.1 0.2 -0.1 0.13
H 3.390 7.516 3.440 0.0 0.0 0.0 0.38
```
Positions in Å, forces in eV/Å.

The value obtained for the LUMO energy is -3.08 eV. As for the HOMO energy: -11.8003 eV. The maximum force is 0.023 hartree/bohr. As for the total charge: +1. The calculation puts the HOMO-LUMO gap at 8.72 eV. The spin multiplicity is 1. The energy is -15089.46226 Ha.

=====

Record 2
5 unconnected molecules or ions with the total composition C29H32ClF32NO4P, computed with ωB97M-V with the def2-TZVPD basis set.

```
100
Properties=species:S:1:pos:R:3:forces:R:3:mulliken_charge:R:1
Cl 2.577 2.309 -1.424 0.2 0.2 -0.1 -0.28
P -0.834 1.825 -1.529 -0.1 0.3 0.1 0.56
F 6.709 -4.834 1.147 0.0 0.0 0.1 -0.21
F 4.737 -3.211 -0.246 0.0 0.0 0.0 -0.31
F 6.184 -0.595 -7.242 0.0 0.0 0.0 -0.29
F -5.210 4.113 2.200 0.0 0.0 -0.1 -0.29
F 7.387 4.415 -4.062 -0.1 0.0 0.0 -0.29
F 7.870 -6.690 1.093 0.0 0.0 0.1 -0.27
F -3.301 -1.376 5.192 0.0 0.0 0.0 -0.29
F -7.158 4.656 4.025 -0.1 0.0 0.0 -0.19
F 6.280 3.029 -5.346 0.0 0.1 0.0 -0.23
F -7.699 6.732 4.466 0.0 0.0 0.0 -0.28
F -5.099 6.537 3.787 0.0 0.1 0.0 -0.27
F 7.531 0.692 -6.091 0.0 0.0 0.0 -0.23
F -5.370 2.726 4.637 -0.1 -0.1 0.0 -0.28
F 7.471 -3.089 -0.691 0.0 0.1 -0.1 -0.25
F -7.943 -2.311 0.921 0.0 0.0 0.0 -0.36
F -5.854 -2.278 5.009 0.0 -0.1 0.0 -0.33
F 4.803 0.779 -5.353 -0.1 0.1 0.0 -0.27
F -4.778 1.964 2.130 0.0 -0.1 0.0 -0.14
F -5.488 7.105 5.876 0.0 0.0 0.0 -0.34
F 8.089 1.862 -3.562 -0.1 0.0 0.1 -0.30
F -5.712 -0.201 5.622 -0.1 0.0 0.1 -0.30
F -5.507 -3.900 2.860 0.0 0.0 0.0 -0.22
F 7.570 -5.680 -1.403 0.1 0.0 -0.1 -0.29
F -3.849 -1.747 3.099 0.0 -0.1 0.1 -0.19
F -5.843 -1.691 1.167 0.0 0.0 -0.2 -0.13
F 6.373 -1.216 -0.924 0.0 0.0 0.0 -0.23
F 7.017 2.879 -1.936 0.0 0.0 0.0 -0.33
F -6.244 -4.338 0.845 0.0 0.0 0.0 -0.27
F 4.927 -1.361 -4.987 -0.1 0.0 0.1 -0.30
F 4.408 -2.488 -2.299 0.2 0.1 0.1 -0.21
F 6.488 -7.535 -1.061 0.1 -0.1 -0.1 -0.32
F -3.283 2.183 4.388 0.0 -0.1 0.1 -0.36
O -6.350 -0.623 3.566 0.2 0.0 -0.3 -0.23
O 6.163 -0.023 -3.751 0.4 0.2 0.0 -0.32
O 5.335 -5.669 -1.150 -0.1 0.3 0.3 -0.39
O -3.778 4.311 4.573 -0.1 0.3 -0.3 -0.38
N -1.700 -0.533 -0.153 0.2 0.1 0.0 -0.43
C -4.318 3.162 2.547 0.1 0.0 0.0 0.36
C 6.688 -6.120 0.759 0.0 0.0 -0.1 0.17
C -2.370 -1.675 -0.011 -0.4 -0.1 -0.4 -0.55
C 5.257 -4.608 -2.081 -0.1 -0.2 -0.4 -0.99
C -2.753 -0.251 -2.272 0.2 0.0 0.4 -0.39
C 5.250 -3.194 -1.490 -0.1 -0.1 -0.1 1.04
C 6.515 -6.210 -0.763 0.0 -0.2 0.1 0.84
C -1.862 0.187 -1.271 -0.3 -0.2 -0.3 -0.20
C -4.213 3.120 4.075 0.2 0.0 0.1 0.77
C 1.908 0.759 -2.125 -0.1 -0.6 -0.2 1.00
C -3.452 -1.435 -2.121 0.2 0.1 0.1 -0.51
C 5.634 -0.201 -4.987 0.0 -0.2 -0.2 0.81
C 0.480 0.861 -2.615 -0.1 0.0 0.1 -1.77
C -3.254 -2.181 -0.962 0.2 0.2 0.1 -0.32
C 6.426 3.458 -4.073 0.0 0.0 0.0 0.11
C 6.872 2.308 -3.167 0.1 0.0 -0.1 0.73
C -6.873 -2.282 1.779 0.1 0.0 0.1 1.01
C 5.900 1.143 -2.981 -0.2 -0.2 0.4 -0.22
C -4.521 5.030 5.525 0.2 0.0 0.4 -0.71
C 6.747 -0.399 -6.027 -0.1 -0.1 0.0 0.20
C -5.508 6.069 4.976 0.0 0.0 -0.1 0.91
C 2.140 -0.356 -1.109 0.3 0.3 0.0 -1.29
C 6.584 -2.433 -1.474 -0.2 0.0 0.1 0.18
C -4.068 -0.948 4.158 0.1 0.0 0.0 0.73
C -7.330 -1.446 2.983 -0.4 0.1 0.1 -0.85
C -2.086 2.855 -0.477 0.1 0.1 0.0 -1.32
C -6.556 -3.761 2.027 -0.1 0.0 0.0 0.00
C -6.984 5.666 4.896 0.0 0.0 0.0 0.06
C -5.541 -1.043 4.573 0.1 0.1 0.1 0.70
H -0.071 1.529 -0.321 0.0 -0.1 0.0 -0.11
H -2.726 3.443 -1.143 -0.1 -0.1 0.0 0.29
H -4.133 -1.776 -2.892 -0.1 0.0 0.0 0.39
H 6.042 0.824 -1.953 0.0 0.0 0.0 0.41
H 7.003 -2.302 -2.474 -0.1 0.0 0.0 0.19
H 0.438 1.277 -3.625 0.1 0.2 0.0 0.42
H -7.427 -4.271 2.448 0.0 0.0 0.0 0.27
H 5.487 3.886 -3.714 0.0 0.0 0.0 0.33
H -3.802 0.075 3.903 0.0 0.0 0.0 -0.21
H 7.352 -1.269 -5.763 0.0 0.0 0.0 0.21
H -5.010 4.375 6.246 -0.1 0.0 -0.1 0.31
H 1.571 -1.233 -1.405 -0.1 -0.1 0.1 0.34
H -1.502 3.561 0.123 0.1 -0.1 0.1 0.39
H -2.872 0.362 -3.155 0.0 0.0 -0.1 0.34
H -1.618 2.070 -2.761 0.0 -0.1 0.0 0.03
H -0.083 3.057 -1.774 0.0 0.0 0.0 0.16
H -3.768 -3.117 -0.788 0.0 0.0 0.0 0.46
H 6.003 -4.702 -2.871 0.1 0.1 0.1 0.34
H -7.845 -2.063 3.721 0.1 -0.1 0.0 0.31
H -2.212 -2.220 0.912 0.1 0.0 0.1 0.47
H -3.781 5.618 6.066 0.0 0.0 0.0 0.38
H -7.354 5.369 5.881 0.0 0.0 0.0 0.29
H 4.870 1.470 -3.065 -0.2 0.1 -0.1 -0.04
H 4.276 -4.716 -2.540 0.0 0.0 0.0 0.45
H 2.565 0.581 -2.978 0.1 0.1 0.0 0.08
H 0.133 -0.175 -2.685 0.0 0.0 -0.1 0.48
H 1.861 -0.048 -0.105 -0.3 0.0 0.0 0.36
H -8.056 -0.747 2.572 0.0 0.0 0.0 0.35
H 3.196 -0.631 -1.081 0.0 0.0 0.0 0.20
H -2.697 2.240 0.189 -0.1 -0.1 0.0 0.21
H 5.873 -6.645 1.259 0.0 0.0 0.0 0.25
H -3.348 3.372 2.090 0.0 0.0 -0.1 0.18
```
Positions in Å, forces in eV/Å.

The value obtained for the LUMO energy is 1.92 eV. As for the HOMO energy: -3.8225 eV. The maximum force is 0.012 hartree/bohr. As for the total charge: -1. The calculation puts the HOMO-LUMO gap at 5.74 eV. The spin multiplicity is 1. The energy is -5477.19049 Ha.

=====

Record 3
A molecular structure, C29H32F9N5O6P3Tl at a distorted geometry, computed with ωB97M-V with the def2-TZVPD basis set.

```
85
Properties=species:S:1:pos:R:3:forces:R:3:mulliken_charge:R:1
Tl -0.359 1.531 -0.508 -0.4 0.0 -0.4 1.50
P -1.011 2.956 -3.301 0.1 1.6 -0.3 0.63
P -1.049 4.619 -0.572 0.1 1.3 -1.7 0.86
P 0.493 -1.548 -1.081 -0.4 -1.2 0.0 0.45
F 0.556 -3.179 5.404 -0.2 0.1 -0.1 -0.25
F 4.379 -6.355 -3.512 -0.2 -0.1 0.1 -0.27
F -5.567 -1.490 -3.858 0.1 0.1 0.0 -0.23
F 4.661 -4.993 -5.160 -0.1 0.1 -0.1 -0.23
F 5.778 -4.725 -3.341 0.1 0.1 0.1 -0.25
F 2.645 -2.800 5.062 0.1 0.0 -0.1 -0.27
F -6.078 -2.464 -2.004 0.0 0.0 0.2 -0.27
F -5.295 -3.618 -3.647 0.2 -0.1 0.0 -0.25
F 1.842 -4.782 4.752 0.0 0.0 -0.2 -0.26
O -1.714 1.790 -2.701 0.1 -0.5 0.9 -0.42
O -1.077 6.073 -0.345 0.1 0.4 0.6 -0.82
O 0.522 4.107 -0.530 -0.3 -0.3 0.5 -0.66
O 0.571 2.806 -2.857 -0.2 -0.2 0.0 -0.54
O -1.075 3.407 -4.700 0.1 -0.3 -0.6 -0.83
O -1.798 3.579 0.182 0.1 -1.1 0.4 -0.58
N -0.690 1.232 4.582 0.1 0.0 0.0 0.22
N 1.618 1.276 4.000 0.2 -0.2 -0.1 0.24
N -0.863 5.657 -3.085 0.1 0.5 -0.2 -0.18
N -0.038 1.860 2.368 0.1 -0.2 0.0 0.35
N 0.405 3.293 4.226 -0.1 -2.0 -0.5 0.54
C 1.285 -3.107 3.163 0.1 0.0 0.0 0.08
C 3.718 -2.803 -3.262 -0.1 -0.2 0.1 -0.87
C -2.266 -1.459 -0.825 -0.1 -0.1 0.0 -0.11
C -0.609 2.620 5.021 -1.2 0.6 1.4 -0.58
C -5.194 -2.451 -3.004 -0.3 0.0 -0.2 0.73
C -1.517 4.521 -2.390 0.6 -1.8 1.1 0.54
C 1.647 -2.535 -2.084 -0.2 0.5 0.1 -0.29
C 1.412 -3.907 -2.133 0.0 0.1 0.0 -0.29
C 2.782 -1.978 -2.660 0.0 0.1 0.0 -0.18
C -3.781 -2.218 -2.511 0.0 0.0 0.0 0.20
C -0.287 -2.818 1.367 -0.1 0.1 -0.1 -0.39
C -3.006 4.674 -2.513 -0.7 0.1 -0.1 -2.08
C -3.561 -1.691 -1.243 0.1 0.0 -0.1 -1.07
C -1.195 -1.808 -1.650 0.5 0.3 0.2 0.78
C -2.723 -2.491 -3.369 -0.1 0.1 0.1 -1.10
C -1.046 1.166 3.178 -0.3 0.2 -0.2 -0.68
C 3.502 -4.175 -3.271 0.1 0.0 0.0 0.27
C 4.582 -5.077 -3.830 0.2 -0.1 -0.1 0.76
C 1.589 -3.485 4.601 0.0 0.0 0.2 0.92
C 0.720 -2.266 0.577 0.0 0.4 -0.1 1.30
C 0.041 3.255 2.825 -0.4 0.9 -1.1 -0.75
C 2.344 -4.727 -2.739 0.0 0.0 0.0 -0.92
C -0.003 -3.240 2.655 0.1 0.0 0.2 -0.93
C 2.310 -2.618 2.360 -0.1 -0.1 0.1 -0.76
C 1.698 2.666 4.432 1.6 0.4 0.6 -0.63
C -1.427 -2.280 -2.942 0.0 0.0 0.0 -0.71
C 1.265 1.226 2.598 0.1 0.1 -0.2 -0.09
C 2.024 -2.200 1.076 0.0 0.1 -0.1 -1.54
C 0.600 0.587 4.784 0.2 0.0 0.3 -0.77
H 2.817 -1.823 0.447 0.2 0.1 0.0 0.47
H -1.129 5.615 -4.085 0.2 0.0 0.3 0.41
H 2.027 1.744 2.008 0.0 -0.1 0.0 0.47
H -3.310 4.681 -3.562 0.0 0.0 0.0 0.50
H 2.461 3.178 3.843 -0.1 0.0 0.1 0.34
H -0.785 -3.666 3.267 0.0 0.0 0.0 0.52
H 1.972 2.699 5.487 -0.1 0.1 0.0 0.36
H 0.522 -4.327 -1.688 -0.1 -0.1 0.0 0.51
H 3.315 -2.558 2.745 0.1 0.0 0.0 0.53
H -2.019 1.633 3.017 0.0 0.0 0.0 0.31
H 1.218 0.179 2.291 0.0 0.1 -0.1 -0.43
H 0.158 5.584 -3.016 -0.3 0.1 -0.1 0.29
H -3.348 5.595 -2.035 0.0 0.0 0.0 0.48
H 2.182 -5.794 -2.777 0.0 -0.1 0.0 0.51
H -2.916 -2.861 -4.366 0.0 0.0 0.0 0.47
H 1.137 2.923 -3.623 0.2 0.0 -0.3 0.34
H 0.538 -0.460 4.474 0.0 0.1 0.0 0.19
H -0.602 -2.484 -3.605 0.1 -0.1 -0.1 0.55
H 0.791 3.784 2.233 -0.1 0.0 0.1 0.17
H -1.086 0.116 2.874 0.0 0.1 0.0 0.23
H -0.928 3.737 2.679 0.1 0.0 0.0 0.28
H -2.093 -1.014 0.145 0.0 0.0 0.1 0.58
H -3.501 3.836 -2.027 0.0 0.0 0.0 0.40
H 2.946 -0.912 -2.624 0.0 0.1 0.0 0.55
H 4.618 -2.394 -3.697 0.0 0.0 0.0 0.44
H -1.287 -2.946 0.982 -0.1 0.0 0.0 0.74
H -1.570 3.114 4.878 0.0 0.0 0.0 0.36
H 0.879 0.622 5.837 -0.1 0.0 0.0 0.43
H -1.161 6.539 -2.634 0.2 -0.3 -0.1 0.40
H -4.397 -1.462 -0.599 -0.1 0.0 0.0 0.55
H 1.136 4.843 -0.533 0.2 0.3 0.0 0.36
H -0.343 2.660 6.080 0.0 0.0 -0.1 0.34
```
Positions in Å, forces in eV/Å.

The value obtained for the LUMO energy (spin up / spin down) is -8.94 / -9.63 eV. As for the HOMO energy (spin up / spin down): -14.1465 / -14.1495 eV. As for the energy relative to the best compared isomer or geometry (same formula, charge and spin): 189.2 kJ/mol. The maximum force is 0.043 hartree/bohr. As for the total charge: +2. The calculation puts the HOMO-LUMO gap (spin up / spin down) at 5.20 / 4.52 eV. The spin multiplicity is 1. The energy is -3944.49845 Ha.